13
Properties=species:S:1:pos:R:3 method="wB97M-V/def2-TZVPD" homo_ev=-4.80 charge=-1 de_lowest_kj_mol=42.6
I -14.67 17.54 12.26
O -12.55 15.63 14.24
O -11.35 18.67 13.26
O -11.49 16.78 11.16
O -17.43 15.49 10.87
H -12.40 14.97 13.52
H -17.90 15.14 11.60
H -12.31 18.75 13.07
H -12.02 17.31 11.75
H -12.22 16.54 10.50
H -13.34 16.14 13.89
H -11.22 17.97 13.83
H -16.82 16.10 11.33

13
Properties=species:S:1:pos:R:3 method="wB97M-V/def2-TZVPD" homo_ev=-4.71 charge=-1 de_lowest_kj_mol=126.6
I 0.27 -0.43 0.23
O -2.60 -2.09 1.87
O 0.42 1.65 3.06
O 3.17 -0.24 -1.83
O -1.10 1.32 -2.71
H 0.54 1.35 2.24
H -1.92 -2.67 2.28
H 2.35 -0.63 -1.38
H -0.41 0.77 -2.18
H 3.10 0.17 -2.67
H -1.95 -1.69 1.28
H -0.59 1.53 3.35
H -1.28 0.97 -3.54

28
Properties=species:S:1:pos:R:3 method="wB97M-V/def2-TZVPD" s_squared=8.753 homo_ev="3.92 / 3.92" charge=-4 spin_multiplicity=6
Mn -0.22 0.05 -0.42
S 1.25 0.59 2.69
S -3.40 -0.60 1.01
S 1.37 -3.13 -1.15
O -4.32 0.37 0.30
O -2.06 -0.45 0.32
O -1.68 0.04 -2.17
O 3.25 1.69 0.39
O -0.97 2.19 -0.41
O 1.01 2.01 3.14
O 1.65 -3.14 -2.63
O 1.27 0.77 -1.73
O 0.48 -4.25 -0.81
O 0.40 -0.36 3.37
O 0.92 0.62 1.18
O 2.65 -3.19 -0.40
O 0.69 -1.81 -0.85
O 2.70 0.30 2.83
O -3.90 -1.98 0.79
O -3.31 -0.27 2.44
H -1.58 0.19 -3.11
H -1.09 2.45 0.52
H 2.00 0.30 -2.15
H -1.51 2.77 -0.94
H -2.62 -0.08 -1.99
H 2.34 1.27 0.52
H 1.29 1.68 -2.04
H 3.42 1.96 1.30

28
Properties=species:S:1:pos:R:3 method="wB97M-V/def2-TZVPD" homo_ev=-12.05 charge=+2 de_lowest_kj_mol=0.0
S 3.34 -0.74 1.23
S -0.49 0.64 0.16
Na -3.24 -0.62 -0.43
Na 1.65 2.27 1.44
Na 2.42 0.76 -1.85
Na -1.72 1.03 3.49
Na 0.53 -1.52 2.26
Na -0.58 2.95 -1.84
O -1.17 -2.96 1.08
O 0.72 1.23 -0.46
O 2.37 0.12 1.96
O 4.51 -0.88 2.09
O 2.64 -2.02 1.03
O -0.41 0.60 1.62
O -2.90 2.92 1.80
O 3.64 -0.12 -0.08
O -0.51 1.06 -3.30
O -1.64 1.44 -0.32
O 0.51 -2.09 -2.47
O -0.70 -0.69 -0.42
H 1.44 -1.93 -2.58
H -3.86 2.81 1.78
H -2.57 2.47 1.00
H -0.71 0.43 -2.59
H 0.34 -1.83 -1.57
H -1.73 -3.64 0.69
H -1.00 -2.30 0.39
H -0.86 0.63 -4.10